1.
A molecular structure, C27H20ClN5O3PdS at a distorted geometry. Source: the OMol25 dataset; level of theory: ωB97M-V with the def2-TZVPD basis set.

Results
LUMO level (alpha / beta)   -3.3 / -5.3 eV
ΔE to the lowest compared entry with this formula, charge and spin   34.0 kcal/mol
Charge   +1
2S+1   2
Kohn-Sham gap (alpha / beta)   7.05 / 5.07 eV

Geometry (Å):
Pd: 0.275 -0.558 -0.866
Cl: -4.029 5.448 -2.626
C: -2.786 4.328 -2.307
C: -1.443 4.771 -2.302
C: -0.446 3.879 -2.082
C: -0.736 2.468 -1.869
O: 0.176 1.642 -1.777
C: -2.137 2.069 -1.784
C: -2.563 0.707 -1.450
N: -1.833 -0.270 -1.074
C: -2.512 -1.510 -0.765
C: -3.757 -1.569 -0.212
C: -4.380 -2.819 0.031
C: -3.732 -3.976 -0.277
C: -2.421 -3.941 -0.816
C: -1.682 -5.114 -1.114
C: -0.417 -5.003 -1.600
C: 0.132 -3.711 -1.778
N: -0.524 -2.612 -1.526
C: -1.803 -2.705 -1.052
C: -3.119 2.993 -2.039
H: -1.235 5.819 -2.474
H: 0.596 4.172 -2.069
H: -3.636 0.549 -1.563
H: -4.273 -0.664 0.083
H: -5.368 -2.838 0.469
H: -4.198 -4.937 -0.094
H: -2.133 -6.083 -0.939
H: 0.182 -5.872 -1.835
H: 1.148 -3.589 -2.136
H: -4.164 2.708 -2.019
O: 0.251 -1.632 1.192
N: 1.338 -2.353 1.400
C: 1.380 -3.131 2.511
C: 2.481 -3.885 2.810
C: 3.582 -3.845 1.953
C: 3.526 -3.056 0.831
C: 2.382 -2.304 0.542
S: 2.312 -1.355 -0.921
H: 0.481 -3.079 3.105
H: 2.477 -4.490 3.705
H: 4.471 -4.423 2.168
H: 4.358 -2.998 0.143
N: 2.796 5.488 3.061
C: 2.518 5.230 1.761
O: 2.419 6.089 0.907
C: 2.294 3.785 1.406
C: 1.506 2.941 2.171
C: 1.238 1.668 1.683
N: 1.712 1.220 0.525
C: 2.514 2.023 -0.177
C: 2.824 3.310 0.213
H: 2.962 6.442 3.334
H: 2.989 4.752 3.715
H: 1.070 3.268 3.106
H: 0.593 0.984 2.224
H: 2.901 1.620 -1.104
H: 3.443 3.948 -0.403

2.
A molecular structure, C27H20F3N3O7S3Ti. Source: the OMol25 dataset; level of theory: ωB97M-V with the def2-TZVPD basis set.

Results
LUMO level (alpha / beta)   4.0 / 4.0 eV
Charge   -2
2S+1   3
Kohn-Sham gap (alpha / beta)   4.74 / 5.79 eV

Geometry (Å):
Ti: 1.079 0.984 -0.400
C: -4.459 -5.503 3.529
O: -4.199 -4.146 3.762
C: -4.690 -3.256 2.821
C: -5.511 -3.610 1.762
C: -5.957 -2.637 0.873
C: -5.602 -1.286 1.000
C: -4.754 -0.960 2.087
C: -4.321 -1.924 2.976
N: -6.154 -0.384 0.108
N: -5.639 0.828 -0.033
C: -4.296 1.083 0.028
C: -3.896 2.361 0.439
C: -2.559 2.752 0.544
C: -1.538 1.892 0.205
O: -0.219 2.188 0.270
C: -1.888 0.628 -0.301
N: -0.828 -0.129 -0.726
C: -1.065 -1.290 -1.298
C: -2.357 -1.779 -1.492
C: -3.433 -1.040 -1.053
C: -3.236 0.193 -0.413
H: -3.948 -6.058 4.314
H: -4.078 -5.826 2.554
H: -5.531 -5.729 3.575
H: -5.818 -4.637 1.611
H: -6.611 -2.911 0.052
H: -4.448 0.067 2.230
H: -3.676 -1.658 3.805
H: -4.682 3.053 0.716
H: -2.305 3.744 0.899
H: -0.196 -1.849 -1.630
H: -2.500 -2.729 -1.989
H: -4.442 -1.393 -1.214
C: 1.471 4.915 -1.718
O: 1.493 3.506 -1.889
C: 1.229 2.967 -3.087
S: 1.080 3.869 -4.471
S: 1.123 1.259 -2.968
H: 0.474 5.305 -1.924
H: 2.185 5.398 -2.384
H: 1.741 5.068 -0.676
F: 2.912 -2.414 2.342
C: 2.748 -2.421 1.018
F: 1.988 -3.488 0.708
F: 3.946 -2.604 0.456
C: 2.062 -1.133 0.509
O: 1.363 -0.475 1.290
O: 2.220 -0.829 -0.704
O: 9.395 1.163 -1.666
C: 8.201 0.981 -2.309
O: 8.232 0.592 -3.446
C: 6.974 1.287 -1.543
C: 6.967 1.713 -0.213
C: 5.785 1.981 0.448
C: 4.537 1.843 -0.189
S: 3.086 2.215 0.707
C: 4.552 1.411 -1.527
C: 5.738 1.140 -2.178
H: 9.223 1.482 -0.774
H: 7.886 1.837 0.356
H: 5.802 2.300 1.482
H: 3.614 1.283 -2.048
H: 5.730 0.808 -3.208

3.
A gas-phase ion, C27H20N (charge +1) at a distorted geometry. Source: the OMol25 dataset; level of theory: ωB97M-V with the def2-TZVPD basis set.

Results
SMILES string   C1=[NH+]c2ccccc2[C@H]1C1(c2ccccc2)c2ccccc2-c2ccccc21
LUMO level   -4.7 eV
Charge   +1
Kohn-Sham gap   6.16 eV

Geometry (Å):
C: -0.520 -0.130 0.494
C: -1.912 -0.156 1.176
C: -2.785 0.888 0.836
C: -4.153 0.887 1.161
C: -4.705 -0.191 1.861
C: -3.852 -1.215 2.288
C: -2.468 -1.174 1.996
C: 0.387 -1.262 0.983
C: 1.685 -0.769 1.266
C: 2.766 -1.626 1.476
C: 2.528 -3.005 1.447
C: 1.226 -3.490 1.230
C: 0.146 -2.622 1.014
C: 1.623 0.692 1.296
C: 0.286 1.081 1.031
C: -0.079 2.379 1.342
C: 0.918 3.317 1.659
C: 2.266 2.944 1.782
C: 2.626 1.602 1.616
H: -2.415 1.690 0.193
H: -4.800 1.692 0.800
H: -5.769 -0.215 2.072
H: -4.283 -2.090 2.796
H: -1.850 -2.007 2.332
H: 3.790 -1.242 1.630
H: 3.345 -3.708 1.606
H: 1.065 -4.568 1.179
H: -0.843 -3.027 0.802
H: -1.109 2.719 1.303
H: 0.656 4.375 1.799
H: 3.015 3.690 2.051
H: 3.676 1.296 1.738
C: -0.675 -0.231 -1.164
C: -1.619 0.602 -1.927
N: -1.010 1.307 -2.895
C: 0.319 0.856 -3.059
C: 0.501 -0.180 -2.149
C: 1.615 -0.981 -2.318
C: 2.541 -0.670 -3.312
C: 2.376 0.418 -4.179
C: 1.227 1.201 -4.061
H: -1.065 -1.418 -1.207
H: -2.703 0.740 -1.742
H: -1.380 2.057 -3.446
H: 1.795 -1.792 -1.624
H: 3.452 -1.278 -3.413
H: 3.113 0.599 -4.974
H: 1.050 2.014 -4.785

4.
A molecular structure, C27H21AlCl5N5O7S at a distorted geometry. Source: the OMol25 dataset; level of theory: ωB97M-V with the def2-TZVPD basis set.

Results
LUMO level   -1.0 eV
ΔE to the lowest compared entry with this formula, charge and spin   264.5 kcal/mol
Kohn-Sham gap   6.48 eV

Geometry (Å):
Al: 0.171 -0.280 -0.631
Cl: -1.098 1.688 -2.338
C: -2.139 1.518 -0.826
C: -1.626 0.504 -0.027
C: -2.312 0.354 1.171
Cl: -1.796 -0.889 2.262
C: -3.422 1.138 1.510
Cl: -4.217 0.915 3.014
C: -3.885 2.122 0.631
Cl: -5.238 3.098 1.037
C: -3.228 2.319 -0.578
Cl: -3.706 3.546 -1.691
O: 0.472 -2.131 -0.342
C: 1.059 -2.687 0.595
C: 1.640 -2.028 1.721
C: 2.235 -2.804 2.724
C: 2.767 -2.185 3.820
C: 2.727 -0.789 3.960
C: 2.152 -0.019 2.988
C: 1.591 -0.612 1.831
O: 1.064 0.135 0.920
N: 3.388 -2.993 4.870
O: 3.863 -2.408 5.823
O: 3.393 -4.200 4.727
H: 1.135 -3.780 0.555
H: 2.273 -3.882 2.638
H: 3.155 -0.344 4.846
H: 2.106 1.058 3.077
N: -3.376 2.545 -5.826
C: -2.452 1.604 -6.092
S: -1.969 1.266 -7.627
C: -1.876 0.926 -4.870
C: -1.858 -0.428 -4.960
C: -1.438 -1.633 -4.235
N: -0.906 -1.852 -3.095
C: 0.189 2.695 -1.820
C: -1.600 1.967 -3.872
H: -3.823 3.002 -6.602
H: -3.758 2.644 -4.900
H: -2.205 -0.727 -5.942
H: -1.590 -2.551 -4.793
H: -0.085 3.655 -1.420
H: -1.557 3.014 -4.118
C: 5.091 1.436 -0.203
C: 5.215 0.714 -1.539
C: 3.972 0.873 -2.437
C: 4.205 0.227 -3.821
C: 2.957 0.214 -4.699
C: 3.732 2.352 -2.635
O: 4.517 3.093 -3.168
N: 2.512 2.851 -2.187
C: 1.437 2.069 -1.863
O: -0.682 -0.712 -2.392
N: 1.583 0.762 -1.619
C: 2.811 0.142 -1.777
O: 2.951 -0.987 -1.360
H: 5.931 1.188 0.445
H: 4.177 1.146 0.323
H: 5.084 2.521 -0.330
H: 5.352 -0.355 -1.379
H: 6.073 1.085 -2.101
H: 4.560 -0.789 -3.643
H: 5.007 0.786 -4.305
H: 2.158 -0.391 -4.265
H: 3.183 -0.198 -5.681
H: 2.569 1.224 -4.860
H: 2.331 3.811 -2.446

5.
A molecular structure, C27H21Cl3HgN8O3PS2. Source: the OMol25 dataset; level of theory: ωB97M-V with the def2-TZVPD basis set.

Results
LUMO level (alpha / beta)   4.0 / 3.4 eV
ΔE to the lowest compared entry with this formula, charge and spin   3.1 kcal/mol
Charge   -2
2S+1   2
Kohn-Sham gap (alpha / beta)   7.28 / 7.04 eV

Geometry (Å):
Hg: 2.864 -1.995 -0.569
N: 1.658 2.866 -0.524
C: 1.511 1.542 -0.666
N: 0.253 1.257 -0.907
C: -0.347 2.479 -0.906
N: 0.471 3.492 -0.679
C: -1.785 2.696 -1.154
C: -2.448 3.787 -0.606
N: -3.729 4.038 -0.864
C: -4.352 3.176 -1.665
C: -3.694 2.066 -2.193
N: -2.415 1.824 -1.942
H: 2.494 3.389 -0.333
H: 2.326 0.844 -0.561
H: -1.921 4.467 0.052
H: -5.400 3.322 -1.891
H: -4.251 1.379 -2.819
S: 4.461 -0.302 0.622
C: 4.329 -0.984 2.220
C: 4.740 -0.192 3.300
C: 4.650 -0.616 4.614
C: 5.084 0.255 5.669
N: 5.449 0.956 6.504
C: 4.127 -1.889 4.889
C: 3.727 -2.691 3.832
C: 3.825 -2.279 2.502
S: 3.289 -3.439 1.302
C: 3.994 -2.367 6.234
N: 3.883 -2.768 7.307
H: 5.136 0.793 3.093
H: 3.305 -3.664 4.043
C: -0.190 -1.799 4.633
O: 0.420 -2.044 3.367
P: 0.680 -0.852 2.305
O: 1.235 0.256 3.376
C: 1.701 1.485 2.830
O: -0.805 -0.197 2.113
C: -1.609 -0.698 1.030
H: -0.508 -2.764 5.024
H: -1.056 -1.143 4.527
H: 0.527 -1.345 5.316
H: 2.113 2.066 3.654
H: 0.882 2.042 2.368
H: 2.487 1.308 2.088
H: -2.061 -1.654 1.297
H: -1.018 -0.799 0.120
H: -2.397 0.029 0.853
Cl: -7.892 -1.858 -3.253
C: -6.315 -1.236 -3.073
Cl: -5.404 -0.936 -4.477
Cl: -7.146 1.451 -2.663
C: -5.668 -1.354 -1.840
N: -5.125 -1.477 -0.826
C: 2.002 -1.513 -2.354
C: 1.357 -1.297 -3.355
C: 0.419 -0.997 -4.400
C: -0.732 -0.272 -4.077
C: -1.665 0.024 -5.057
C: -1.464 -0.395 -6.367
C: -0.322 -1.113 -6.693
C: 0.617 -1.413 -5.717
H: -0.893 0.057 -3.058
H: -2.554 0.582 -4.789
H: -2.198 -0.164 -7.129
H: -0.161 -1.445 -7.712
H: 1.508 -1.977 -5.964

6.
A molecular structure, C27H21ClCoO7PS at a distorted geometry. Source: the OMol25 dataset; level of theory: ωB97M-V with the def2-TZVPD basis set.

Results
LUMO level (alpha / beta)   -0.6 / -1.7 eV
ΔE to the lowest compared entry with this formula, charge and spin   0.0 kcal/mol
2S+1   5
Kohn-Sham gap (alpha / beta)   7.38 / 6.80 eV

Geometry (Å):
Co: -2.315 -1.300 0.133
O: -2.734 2.788 0.649
S: -1.883 2.132 1.603
O: -2.392 1.868 2.911
O: -1.237 0.898 1.000
C: -0.508 3.266 1.744
C: -0.581 4.390 2.563
C: 0.435 5.336 2.485
C: 1.510 5.177 1.624
C: 1.619 4.025 0.882
C: 0.588 3.065 0.924
P: 0.734 1.464 0.120
C: 1.893 0.460 1.045
C: 3.272 0.558 0.896
C: 4.124 -0.274 1.632
C: 3.597 -1.214 2.494
C: 2.221 -1.237 2.738
C: 1.388 -0.386 2.028
C: 1.365 1.572 -1.541
C: 0.827 2.592 -2.345
C: 1.052 2.578 -3.718
C: 1.869 1.621 -4.296
C: 2.486 0.699 -3.470
C: 2.238 0.618 -2.121
H: -1.393 4.540 3.249
H: 0.380 6.225 3.120
H: 2.291 5.926 1.546
H: 2.455 3.892 0.195
H: 3.688 1.289 0.202
H: 5.195 -0.232 1.512
H: 4.248 -1.884 3.019
H: 1.819 -1.914 3.477
H: 0.318 -0.419 2.200
H: 0.235 3.421 -1.929
H: 0.661 3.366 -4.338
H: 2.089 1.581 -5.363
H: 3.188 -0.035 -3.925
H: 2.677 -0.211 -1.540
Cl: 0.756 -7.100 -3.113
C: -0.233 -5.843 -2.339
C: -1.606 -6.115 -2.061
C: -2.380 -5.162 -1.445
C: -1.874 -3.867 -1.027
O: -2.692 -3.086 -0.413
C: -0.506 -3.602 -1.331
C: 0.095 -2.381 -0.986
O: -0.418 -1.466 -0.249
C: 0.298 -4.638 -1.944
H: -2.007 -7.110 -2.307
H: -3.413 -5.416 -1.278
H: 1.126 -2.229 -1.285
H: 1.383 -4.416 -2.089
C: -5.724 -0.399 1.785
C: -4.398 -0.691 1.149
O: -4.235 -0.478 -0.087
O: -3.471 -1.160 1.860
H: -6.114 0.506 1.364
H: -5.593 -0.368 2.850
H: -6.409 -1.221 1.542

Repeat the third record exactly.
A gas-phase ion, C27H20N (charge +1) at a distorted geometry. Source: the OMol25 dataset; level of theory: ωB97M-V with the def2-TZVPD basis set.

Results
SMILES string   C1=[NH+]c2ccccc2[C@H]1C1(c2ccccc2)c2ccccc2-c2ccccc21
LUMO level   -4.7 eV
Charge   +1
Kohn-Sham gap   6.16 eV

Geometry (Å):
C: -0.520 -0.130 0.494
C: -1.912 -0.156 1.176
C: -2.785 0.888 0.836
C: -4.153 0.887 1.161
C: -4.705 -0.191 1.861
C: -3.852 -1.215 2.288
C: -2.468 -1.174 1.996
C: 0.387 -1.262 0.983
C: 1.685 -0.769 1.266
C: 2.766 -1.626 1.476
C: 2.528 -3.005 1.447
C: 1.226 -3.490 1.230
C: 0.146 -2.622 1.014
C: 1.623 0.692 1.296
C: 0.286 1.081 1.031
C: -0.079 2.379 1.342
C: 0.918 3.317 1.659
C: 2.266 2.944 1.782
C: 2.626 1.602 1.616
H: -2.415 1.690 0.193
H: -4.800 1.692 0.800
H: -5.769 -0.215 2.072
H: -4.283 -2.090 2.796
H: -1.850 -2.007 2.332
H: 3.790 -1.242 1.630
H: 3.345 -3.708 1.606
H: 1.065 -4.568 1.179
H: -0.843 -3.027 0.802
H: -1.109 2.719 1.303
H: 0.656 4.375 1.799
H: 3.015 3.690 2.051
H: 3.676 1.296 1.738
C: -0.675 -0.231 -1.164
C: -1.619 0.602 -1.927
N: -1.010 1.307 -2.895
C: 0.319 0.856 -3.059
C: 0.501 -0.180 -2.149
C: 1.615 -0.981 -2.318
C: 2.541 -0.670 -3.312
C: 2.376 0.418 -4.179
C: 1.227 1.201 -4.061
H: -1.065 -1.418 -1.207
H: -2.703 0.740 -1.742
H: -1.380 2.057 -3.446
H: 1.795 -1.792 -1.624
H: 3.452 -1.278 -3.413
H: 3.113 0.599 -4.974
H: 1.050 2.014 -4.785

- What is the formula in the first record?
  C27H20ClN5O3PdS